The following is a DFT calculation (wB97M-V/def2-TZVPD) of a structure of composition C6H14N2O.

```
23
Properties=species:S:1:pos:R:3
C -0.643 -0.752 -0.183
C 0.260 0.297 0.233
C 1.850 -0.714 0.011
C 2.959 0.090 0.659
C -2.172 0.264 0.361
N -0.748 -1.041 -1.549
N 0.325 1.456 -0.594
C -3.107 -0.262 1.148
O -2.448 1.329 -0.446
H -1.587 1.724 -0.689
H -0.643 -1.627 0.457
H 0.266 0.506 1.297
H -1.344 -1.833 -1.741
H -1.046 -0.244 -2.099
H 0.693 1.226 -1.511
H 0.897 2.181 -0.181
H 1.761 -1.705 0.453
H 1.976 -0.814 -1.068
H -2.887 -1.108 1.781
H -4.120 0.122 1.168
H 3.937 -0.383 0.531
H 3.033 1.093 0.231
H 2.788 0.196 1.733
```

ΔE to the lowest compared entry with this formula, charge and spin = 3.898 eV
net charge = 0
HOMO-LUMO gap = 8.51 eV
spin multiplicity = 1